No. 1
Here is 9 unconnected molecules or ions with the total composition C20H61N3O13 from the Open Molecules 2025 dataset. Energies are from ωB97M-V/def2-TZVPD.

XYZ file:
```
97
Properties=species:S:1:pos:R:3:lowdin_charge:R:1
O -10.4427 -3.7691 -14.2011 -0.183
O -12.8223 -10.3399 -13.2452 -0.079
O -16.4947 -12.6077 -14.5820 -0.071
O -15.2397 -11.3699 -8.9537 -0.082
O -14.6953 -15.6599 -12.0287 -0.072
O -16.0711 -9.1284 -7.5115 -0.063
O -17.1948 -9.8654 -15.5461 -0.063
O -10.0488 -10.8735 -13.1608 -0.047
O -9.8182 -8.4809 -7.6115 -0.049
O -14.5243 -12.8314 -17.0461 -0.184
O -15.7819 -7.3089 -11.3763 -0.220
O -14.4168 -12.5330 -11.4824 -0.090
O -12.0374 -6.8712 -8.8948 -0.084
N -12.7140 -5.4142 -11.8013 0.056
N -13.9672 -9.9732 -15.9868 0.061
N -15.6637 -5.0624 -9.6065 0.070
C -16.8636 -6.4212 -11.2961 -0.231
C -16.9183 -5.7886 -9.9220 -0.433
C -14.6409 -14.2380 -17.0007 -0.098
C -14.3336 -10.2615 -8.7408 -0.217
C -11.9342 -6.2344 -13.9640 -0.056
C -13.1123 -10.9116 -16.7456 -0.410
C -9.1688 -3.5836 -13.6932 -0.136
C -11.0752 -7.7393 -9.5455 -0.226
C -11.5864 -5.3566 -12.7659 -0.415
C -11.4252 -3.9211 -13.1907 -0.213
C -18.1097 -4.8835 -9.7241 -0.085
C -15.4424 -7.6267 -12.7260 -0.071
C -11.6428 -10.5566 -16.5229 -0.058
C -13.4636 -13.5871 -11.6567 -0.239
C -15.1094 -8.9827 -8.5552 -0.233
C -13.9243 -14.9088 -11.0829 -0.228
C -13.4264 -12.3438 -16.3396 -0.246
C -17.5475 -10.4913 -14.3111 -0.246
C -16.4345 -11.3939 -13.8308 -0.246
C -10.6653 -8.9017 -8.6603 -0.255
H -18.0902 -4.3639 -8.7648 0.073
H -11.5160 -8.1380 -10.4600 0.111
H -14.8993 -10.3823 -15.9645 0.033
H -16.7398 -5.6573 -12.0935 0.132
H -12.5009 -13.2507 -11.2400 0.119
H -11.1360 -3.3231 -12.3144 0.120
H -18.0008 -9.7202 -16.0465 0.088
H -10.2025 -7.1188 -9.7953 0.122
H -11.4011 -10.5017 -15.4610 0.046
H -13.5679 -5.4242 -12.3503 0.054
H -16.3402 -12.3726 -15.5098 0.068
H -15.6118 -8.7033 -9.4821 0.105
H -15.6273 -11.4968 -8.0801 0.089
H -9.6944 -11.7097 -13.4885 0.063
H -11.0665 -6.4605 -14.5970 0.075
H -19.0803 -5.4084 -9.7509 0.077
H -17.7971 -6.9132 -11.6127 0.132
H -12.7455 -5.8900 -14.6013 0.086
H -11.8509 -10.2956 -13.3263 0.000
H -13.2732 -13.7131 -12.7281 0.119
H -10.7218 -5.7141 -12.2005 0.132
H -18.3662 -11.1830 -14.5541 0.121
H -10.9925 -11.2088 -17.1080 0.076
H -13.7357 -10.4899 -7.8536 0.120
H -15.4286 -5.1835 -8.6345 0.069
H -11.5697 -9.4181 -8.3316 0.103
H -14.5981 -8.3014 -12.6414 0.077
H -13.0059 -10.9929 -12.5466 0.026
H -13.8973 -14.6061 -16.2965 0.083
H -13.5362 -12.4652 -15.2459 0.122
H -9.1767 -9.1792 -7.4685 0.086
H -14.5017 -14.7045 -17.9875 0.087
H -13.3188 -10.8462 -17.8185 0.139
H -11.6847 -6.6967 -8.0130 0.087
H -16.8345 -9.5787 -7.8872 0.083
H -14.5188 -14.7065 -10.1838 0.121
H -15.2858 -6.7428 -13.3479 0.087
H -16.5450 -11.5920 -12.7616 0.114
H -13.0632 -15.5469 -10.8861 0.119
H -10.0858 -9.5486 -9.3300 0.121
H -14.9337 -5.3859 -10.2280 0.038
H -17.0795 -6.6601 -9.2557 0.130
H -12.3570 -3.4895 -13.5599 0.131
H -18.2785 -4.0929 -10.4675 0.079
H -9.3329 -10.2354 -13.2791 0.063
H -15.4364 -10.9374 -13.8414 0.096
H -13.6192 -10.0904 -15.0300 0.019
H -9.1439 -2.8528 -12.8804 0.088
H -15.2743 -15.0643 -12.5218 0.082
H -17.9673 -9.8512 -13.5247 0.108
H -8.7500 -4.5460 -13.3686 0.086
H -8.5266 -3.2226 -14.4968 0.088
H -12.5429 -12.9994 -16.5034 0.121
H -15.6555 -14.5754 -16.7631 0.086
H -11.4732 -9.5607 -16.9441 0.079
H -13.7143 -10.1584 -9.6351 0.115
H -16.2719 -8.1993 -13.1638 0.076
H -12.1986 -7.2210 -13.5660 0.063
H -14.3373 -12.1970 -10.5685 0.054
H -12.7662 -6.1982 -11.1668 0.038
H -14.4493 -8.1657 -8.2627 0.116
```

## Properties
Highest occupied orbital energy (eV): -8.7
Kohn-Sham gap (hartree): 0.313
Structure (SMILES): COC[C@H](C)N.COC[C@H](C)N.COC[C@H](C)N.OCCO.OCCO.OCCO.OCCO.O.O
Spin multiplicity: 1
Charge: 0

No. 2
Here is a molecular structure, C24H19IrN10O7S2 from the Open Molecules 2025 dataset. Energies are from ωB97M-V/def2-TZVPD.

XYZ file:
```
63
Properties=species:S:1:pos:R:3:lowdin_charge:R:1
Ir 0.2007 -0.7163 0.7862 1.433
S 2.2995 -5.0228 0.5503 1.159
S -1.1651 -1.3315 2.7846 0.738
O 6.5083 3.9311 -0.3138 0.121
O 2.2534 -0.4811 0.7506 -0.240
O 4.0475 -1.5233 -0.9103 0.089
O 0.7615 1.0869 2.3681 -0.078
O 4.5466 -0.0070 -2.3567 0.114
O 5.4157 4.8726 1.2964 0.115
O 1.8407 2.6112 3.3993 0.164
N -1.4342 -2.0679 -0.3280 0.046
N 0.1839 0.5323 -1.1029 -0.006
N 4.2272 -0.3684 -1.2452 -0.336
N -2.2843 0.9721 1.9572 0.035
N -2.3141 -4.1006 -0.3676 0.208
N -2.9892 0.1370 3.9545 0.151
N -1.4838 0.9367 0.8618 -0.039
N 1.7711 1.7982 2.5224 -0.288
N 5.6327 3.9713 0.5189 -0.347
N 1.0198 -2.8484 0.4828 -0.095
C -2.1917 0.0074 2.9038 -0.766
C -5.4468 -2.3599 -1.2963 -0.055
C 4.7234 2.8079 0.5809 -0.099
C -1.5119 1.8545 -0.0271 -0.249
C 3.7209 2.7946 1.5196 0.109
C 1.1551 1.0638 -3.2070 0.006
C -0.4995 2.4998 -2.2443 0.028
C -4.6835 -3.4674 -0.9954 0.011
C 1.0199 0.2431 -2.0969 -0.088
C -3.3499 -3.2339 -0.6794 -0.166
C 2.2111 -3.3407 0.7030 -0.420
C -2.7865 -1.9553 -0.6556 -0.208
C 2.8571 1.7107 1.5526 -0.040
C 2.9980 0.5830 0.7093 -0.248
C -2.3886 3.0629 -0.0335 0.022
C 0.1156 -3.8364 0.1723 -0.311
C -0.5789 1.6349 -1.1687 -0.211
C 0.3869 2.2104 -3.2776 0.007
C 4.8843 1.7762 -0.3245 0.115
C 4.0433 0.6895 -0.2384 -0.043
C 0.6360 -5.0901 0.1685 -0.288
C -1.2108 -3.3555 -0.1714 -0.287
C -4.8938 -1.0694 -1.3018 -0.062
C -3.5679 -0.8489 -0.9913 -0.018
H -3.1456 0.1435 -1.0472 0.088
H 1.5971 -0.6684 -1.9903 0.119
H -1.7748 3.9644 -0.0716 0.114
H -3.0187 3.0558 -0.9249 0.112
H 0.4674 2.8774 -4.1254 0.133
H 5.6560 1.8207 -1.0803 0.150
H -6.4898 -2.4865 -1.5518 0.118
H -3.6297 0.9069 4.0693 0.136
H -1.1120 3.3887 -2.2864 0.124
H -2.9400 -0.5455 4.6942 0.124
H -3.0436 3.1523 0.8283 0.079
H 3.0624 -2.7172 0.9341 0.083
H -5.5237 -0.2338 -1.5759 0.112
H -2.3748 -5.1035 -0.3033 0.181
H 0.1509 -6.0252 -0.0619 0.094
H 1.8528 0.7963 -3.9882 0.130
H -2.9119 1.7522 2.0830 0.151
H 3.6024 3.6230 2.2029 0.145
H -5.1039 -4.4640 -1.0139 0.125
```

## Properties
Highest occupied orbital energy (alpha / beta) (eV): -13.9 / -14.0
⟨S²⟩: 6.01
Kohn-Sham gap (alpha / beta) (hartree): 0.273 / 0.223
Spin multiplicity: 5
Charge: +2

No. 3
Here is 2 unconnected molecules or ions with the total composition C2H4O3P from the Open Molecules 2025 dataset. Energies are from ωB97M-V/def2-TZVPD.

XYZ file:
```
10
Properties=species:S:1:pos:R:3:lowdin_charge:R:1
P 1.7023 -0.1675 -0.1472 0.323
O 2.8945 0.4591 -0.7692 -0.382
O 1.7027 -1.5682 0.3104 -0.365
O 0.9227 0.9228 0.9997 -0.257
C 0.2016 0.7535 -0.1852 -0.280
C -1.6907 -0.4273 0.0977 -0.019
H -1.5396 -0.8090 1.0865 -0.014
H -1.6308 -1.1468 -0.6952 -0.023
H -0.1166 1.6541 -0.6894 0.051
H -2.4460 0.3293 -0.0079 -0.033
```

## Properties
Highest occupied orbital energy (eV): -4.1
Kohn-Sham gap (hartree): 0.310
Spin multiplicity: 1
Charge: -1

One value per record, in order, for strongest force on any atom: 2.00; 0.35; 3.85 eV Å⁻¹.
One value per record, in order, for energy above the lowest of the compared OMol25 structures with the same formula, charge and spin: 23.51; 1.54; 62.42 kcal per mole.